1.
ORCA calculation (wB97M-V/def2-TZVPD) on 5 unconnected molecules or ions with the total composition C35H55NO8S at a distorted geometry.

Geometry as ORCA input:
```
! RIJCOSX wB97M-V def2-TZVPD def2/J DEFGRID3
* xyz 0 1
C 0.97 -2.34 2.07
C 2.48 -2.05 1.65
C 2.79 -0.51 1.84
C 4.29 -0.14 1.54
C 4.67 1.40 1.86
C 3.38 2.24 2.16
C 3.68 3.81 2.38
C 2.34 4.41 2.95
C 2.23 5.00 4.28
C 0.95 5.51 4.80
C -0.20 5.40 3.92
C -0.10 4.84 2.54
C 1.17 4.34 2.03
N -1.26 4.79 1.69
C -2.41 4.16 2.31
C -3.08 3.09 1.55
C -4.24 2.47 2.20
C -4.70 2.89 3.53
C -4.04 3.98 4.27
C -2.89 4.60 3.63
S -1.89 5.94 4.39
H 0.72 -3.42 1.82
H 0.82 -2.26 3.19
H 0.25 -1.67 1.55
H 3.12 -2.70 2.30
H 2.55 -2.34 0.56
H 2.07 0.03 1.16
H 2.47 -0.26 2.89
H 4.95 -0.83 2.14
H 4.45 -0.33 0.44
H 5.40 1.38 2.71
H 5.10 1.81 0.91
H 2.63 2.19 1.31
H 2.83 1.93 3.09
H 3.90 4.23 1.36
H 4.51 3.91 3.12
H 3.12 5.08 4.95
H 0.85 5.94 5.83
H 1.28 3.88 1.02
H -1.06 4.43 0.77
H -2.70 2.82 0.54
H -4.75 1.65 1.63
H -5.57 2.34 3.96
H -4.36 4.33 5.28
O -1.18 -5.64 0.59
C -0.91 -6.35 1.52
O 0.27 -6.21 2.15
C 0.63 -6.90 3.36
C 1.15 -8.29 3.07
C -1.84 -7.46 1.94
H -0.20 -6.89 4.07
H 1.43 -6.31 3.82
H 0.39 -8.91 2.59
H 1.47 -8.78 3.99
H 2.00 -8.25 2.39
H -1.70 -8.31 1.27
H -2.86 -7.10 1.85
H -1.71 -7.78 2.97
O 1.99 -5.62 -5.71
C 1.18 -5.26 -4.89
O 1.31 -5.65 -3.61
C 0.50 -5.16 -2.53
C -0.81 -5.90 -2.44
C -0.03 -4.46 -5.29
H 0.37 -4.07 -2.60
H 1.08 -5.33 -1.61
H -1.41 -5.78 -3.34
H -1.39 -5.55 -1.59
H -0.63 -6.98 -2.33
H -0.77 -5.12 -5.70
H 0.28 -3.74 -6.05
H -0.46 -3.88 -4.48
O -2.72 -4.96 -5.43
C -3.33 -4.10 -6.01
O -4.31 -3.44 -5.37
C -4.99 -2.29 -5.91
C -6.11 -2.70 -6.84
C -3.06 -3.81 -7.46
H -4.28 -1.60 -6.37
H -5.41 -1.76 -5.05
H -5.73 -3.26 -7.70
H -6.65 -1.83 -7.21
H -6.81 -3.36 -6.33
H -3.58 -4.55 -8.07
H -1.99 -3.88 -7.63
H -3.36 -2.81 -7.77
O 3.31 9.59 -2.35
C 2.88 9.26 -1.27
O 2.05 8.21 -1.17
C 1.61 7.64 0.07
C 0.43 8.41 0.64
C 3.19 10.07 -0.04
H 2.44 7.56 0.78
H 1.30 6.62 -0.15
H 0.69 9.44 0.86
H 0.07 7.94 1.56
H -0.39 8.43 -0.09
H 2.54 10.94 -0.01
H 4.23 10.40 -0.10
H 3.10 9.52 0.89
*
```

Its SMILES is CCCCCCCc1ccc2c(c1)Nc1ccccc1S2.CCOC(C)=O.CCOC(C)=O.CCOC(C)=O.CCOC(C)=O. As for the HOMO-LUMO gap: 8.400 eV. As for the HOMO energy: -7.908 eV.

2.
ORCA calculation (wB97M-V/def2-TZVPD) on a molecular structure, C35H56As2FeN3OS at a distorted geometry.

Geometry as ORCA input:
```
! RIJCOSX wB97M-V def2-TZVPD def2/J DEFGRID3
* xyz 2 6
Fe -0.25 0.25 0.45
C -0.46 1.19 4.97
C 0.63 0.24 4.49
As 0.21 -0.74 2.83
C 1.60 -2.13 2.97
C 3.02 -1.58 2.99
C -1.31 -1.83 3.45
C -2.68 -1.18 3.22
H -0.16 1.65 5.91
H -1.40 0.66 5.15
H -0.64 1.97 4.24
H 0.83 -0.53 5.24
H 1.56 0.79 4.33
H 1.48 -2.82 2.13
H 1.39 -2.68 3.88
H 3.22 -0.99 2.09
H 3.74 -2.39 3.03
H 3.18 -0.94 3.85
H -1.17 -2.02 4.51
H -1.25 -2.78 2.93
H -2.84 -0.33 3.88
H -3.47 -1.91 3.42
H -2.79 -0.84 2.19
C 1.41 -2.67 -1.14
C 2.34 -1.47 -1.10
O 1.84 -0.53 -0.13
H 1.70 -3.33 -1.96
H 0.38 -2.33 -1.30
H 1.46 -3.22 -0.20
H 2.40 -0.99 -2.08
H 3.35 -1.78 -0.80
H 2.49 0.17 -0.02
C -5.74 -5.06 1.62
C -5.18 -3.85 0.92
C -5.99 -2.85 0.44
C -5.48 -1.75 -0.25
C -6.48 -0.78 -0.83
C -4.10 -1.65 -0.42
As -3.37 -0.13 -1.47
N -2.36 0.64 -0.12
C -3.02 1.45 0.76
C -4.41 1.75 0.65
C -5.05 2.55 1.56
C -4.35 3.14 2.62
C -3.00 2.86 2.76
C -2.35 2.03 1.87
C -2.18 -1.05 -2.72
C -2.74 -2.11 -3.45
C -4.21 -2.48 -3.41
C -1.92 -2.85 -4.29
C -0.59 -2.53 -4.50
C 0.27 -3.33 -5.43
C -0.09 -1.39 -3.87
C -0.87 -0.64 -3.01
C -0.29 0.62 -2.42
C -3.24 -2.65 0.08
C -1.74 -2.65 -0.10
C -3.80 -3.73 0.73
H -6.82 -4.98 1.74
H -5.29 -5.18 2.60
H -5.53 -5.96 1.04
H -7.07 -2.92 0.57
H -7.24 -1.32 -1.38
H -6.02 -0.06 -1.51
H -6.99 -0.23 -0.03
H -4.96 1.35 -0.19
H -6.11 2.74 1.44
H -4.86 3.78 3.32
H -2.44 3.32 3.56
H -1.30 1.80 2.04
H -4.83 -1.59 -3.27
H -4.42 -3.18 -2.61
H -4.50 -2.95 -4.35
H -2.35 -3.69 -4.83
H -0.33 -3.99 -6.05
H 0.97 -3.95 -4.86
H 0.86 -2.69 -6.08
H 0.92 -1.07 -4.08
H 0.44 1.05 -3.11
H 0.25 0.42 -1.48
H -1.06 1.37 -2.22
H -1.31 -1.66 0.08
H -1.47 -2.96 -1.10
H -1.28 -3.35 0.60
H -3.16 -4.53 1.10
C -1.31 5.59 -0.22
N -0.65 4.29 -0.12
C 0.64 3.99 -0.01
S 1.11 2.33 0.15
N 1.64 4.85 -0.04
C 1.71 6.29 -0.27
H -2.38 5.41 -0.17
H -1.09 6.08 -1.17
H -1.03 6.25 0.61
H -1.26 3.50 -0.03
H 2.54 4.41 0.06
H 0.73 6.73 -0.41
H 2.31 6.49 -1.15
H 2.19 6.77 0.59
*
```

As for the expectation value of S²: 8.79. As for the HOMO-LUMO gap (alpha / beta): 8.783 / 5.410 eV. As for the HOMO energy (alpha / beta): -12.847 / -12.855 eV.

3.
ORCA calculation (wB97M-V/def2-TZVPD) on 11 unconnected molecules or ions with the total composition C35H56I2N11O2 at a distorted geometry.

Geometry as ORCA input:
```
! RIJCOSX wB97M-V def2-TZVPD def2/J DEFGRID3
* xyz 1 1
C 4.14 2.63 0.29
C 3.40 3.70 0.01
C 2.15 4.60 -0.48
C 1.00 4.72 0.68
C -0.25 3.71 0.35
C 0.16 2.26 0.94
C -0.48 1.90 2.38
N -1.42 0.72 2.37
I -3.30 1.19 1.56
C -0.83 -0.54 1.80
I -0.12 -1.94 3.36
C 0.33 -0.32 0.71
C 0.54 -1.60 -0.29
C 2.15 -1.89 -0.36
C 2.57 -2.59 -1.78
C 4.21 -2.53 -1.85
O 4.76 -3.36 -2.93
C 5.31 -4.61 -2.39
C -0.05 1.03 -0.14
O 0.82 1.21 -1.31
H 5.01 1.92 0.56
H 1.68 4.19 -1.47
H 2.57 5.65 -0.76
H 0.69 5.82 0.71
H 1.47 4.43 1.70
H -0.29 3.62 -0.81
H -1.26 4.12 0.71
H 1.31 2.30 1.10
H -1.12 2.81 2.74
H 0.34 1.79 3.19
H -1.63 0.52 3.38
H -1.69 -1.11 1.26
H 1.36 -0.10 1.21
H 0.18 -1.35 -1.37
H 0.07 -2.57 0.12
H 2.69 -0.86 -0.31
H 2.53 -2.49 0.55
H 2.17 -1.98 -2.68
H 2.19 -3.68 -1.82
H 4.51 -1.43 -2.03
H 4.61 -2.84 -0.80
H 4.43 -5.36 -2.30
H 5.89 -4.46 -1.41
H 6.10 -4.99 -3.16
H -1.13 0.99 -0.56
H 0.22 1.07 -2.10
C -2.53 -1.94 6.92
C -1.51 -0.84 6.99
N -0.70 0.04 7.05
H -3.53 -1.52 6.80
H -2.32 -2.59 6.06
H -2.50 -2.54 7.83
C 4.12 6.25 3.11
C 2.81 6.15 3.83
N 1.76 6.07 4.40
H 4.90 5.75 3.68
H 4.05 5.79 2.12
H 4.40 7.30 2.98
C -2.15 -1.55 -3.91
C -1.13 -0.45 -3.83
N -0.31 0.43 -3.77
H -3.15 -1.12 -4.02
H -1.94 -2.19 -4.77
H -2.12 -2.15 -3.00
C 1.75 -6.93 -1.97
C 0.56 -6.34 -1.27
N -0.39 -5.87 -0.72
H 2.55 -7.13 -1.25
H 1.48 -7.86 -2.47
H 2.13 -6.22 -2.72
C -1.23 3.63 8.15
C -2.42 4.22 8.85
N -3.37 4.69 9.40
H -0.44 3.43 8.87
H -1.51 2.70 7.66
H -0.86 4.33 7.40
C -3.46 -3.76 -7.42
C -3.91 -3.70 -5.98
N -4.27 -3.65 -4.85
H -4.28 -3.47 -8.08
H -2.62 -3.07 -7.57
H -3.14 -4.77 -7.67
C -0.33 3.12 -6.55
C 0.22 2.75 -7.90
N 0.66 2.46 -8.97
H -1.38 3.42 -6.64
H -0.26 2.27 -5.87
H 0.24 3.96 -6.13
C 9.45 -3.34 -1.62
C 8.65 -4.26 -0.75
N 8.02 -5.01 -0.04
H 9.66 -2.41 -1.09
H 10.39 -3.81 -1.91
H 8.89 -3.10 -2.53
C -7.41 2.49 0.76
C -6.86 2.12 -0.59
N -6.42 1.82 -1.66
H -8.46 2.78 0.66
H -7.34 1.63 1.43
H -6.85 3.32 1.18
C -9.13 -1.32 1.86
C -8.54 -0.19 2.66
N -8.06 0.70 3.30
H -9.79 -0.92 1.09
H -8.34 -1.90 1.39
H -9.71 -1.97 2.52
*
```

As for the HOMO-LUMO gap: 6.361 eV. As for the HOMO energy: -11.378 eV.

4.
ORCA calculation (wB97M-V/def2-TZVPD) on a molecular structure, C35H57BN6OsSi.

Geometry as ORCA input:
```
! RIJCOSX wB97M-V def2-TZVPD def2/J DEFGRID3
* xyz 2 1
Os 0.54 0.29 -0.49
C -1.83 0.65 -3.36
C -2.72 0.28 -2.17
C -4.14 0.01 -2.68
C -2.23 -0.88 -1.35
C -2.93 -2.06 -1.09
C -2.15 -2.81 -0.23
C -2.50 -4.16 0.32
C -2.71 -4.17 1.83
C -1.53 -5.26 -0.13
N -1.03 -2.09 0.04
N -1.08 -0.92 -0.69
B 0.18 -2.41 0.97
N 1.44 -2.45 0.07
N 1.65 -1.35 -0.70
C 2.65 -1.61 -1.55
C 3.11 -2.90 -1.30
C 2.33 -3.40 -0.26
C 2.41 -4.74 0.41
C 3.75 -4.88 1.13
C 2.21 -5.86 -0.61
C 3.06 -0.57 -2.54
C 2.00 0.53 -2.69
C 4.41 0.05 -2.17
N 0.29 -1.23 2.01
N 0.23 0.01 1.46
C 0.19 0.92 2.42
C 0.30 0.27 3.65
C 0.37 -1.09 3.35
C 0.44 -2.18 4.40
C -0.95 -2.46 4.97
C 1.17 -3.46 4.00
C -0.06 2.34 2.03
C -1.50 2.74 2.36
C 0.21 2.55 0.54
H -2.30 1.46 -3.93
H -0.85 0.99 -3.04
H -1.70 -0.20 -4.03
H -2.78 1.15 -1.49
H -4.15 -0.84 -3.36
H -4.84 -0.19 -1.87
H -4.51 0.88 -3.23
H -3.89 -2.35 -1.47
H -3.47 -4.38 -0.14
H -1.80 -3.93 2.36
H -3.48 -3.46 2.13
H -3.03 -5.16 2.15
H -0.57 -5.19 0.38
H -1.95 -6.24 0.09
H -1.35 -5.20 -1.21
H 0.02 -3.44 1.52
H 3.91 -3.41 -1.81
H 1.61 -4.79 1.15
H 4.57 -4.93 0.42
H 3.94 -4.05 1.81
H 3.76 -5.80 1.72
H 3.02 -5.88 -1.33
H 2.19 -6.83 -0.10
H 1.27 -5.74 -1.16
H 3.18 -1.07 -3.51
H 2.26 1.40 -2.08
H 1.92 0.90 -3.72
H 0.95 0.15 -2.50
H 4.34 0.56 -1.20
H 5.18 -0.72 -2.08
H 4.73 0.77 -2.92
H 0.30 0.71 4.63
H 1.03 -1.72 5.19
H -1.63 -2.82 4.20
H -0.88 -3.23 5.75
H -1.39 -1.57 5.42
H 0.52 -4.14 3.44
H 2.06 -3.26 3.40
H 1.48 -3.99 4.90
H 0.62 2.99 2.59
H -2.21 2.15 1.77
H -1.73 2.55 3.41
H -1.67 3.80 2.16
H -0.48 1.91 -0.11
H -0.08 3.57 0.25
H 1.27 2.43 0.27
C -1.93 4.29 -2.50
Si -0.40 5.19 -2.06
C 1.20 4.40 -2.49
C -0.46 6.74 -1.18
C -1.68 7.21 -0.66
C -1.73 8.41 0.03
C -0.56 9.16 0.19
C 0.65 8.71 -0.32
C 0.71 7.51 -1.00
H -1.95 4.13 -3.58
H -2.84 4.82 -2.21
H -1.92 3.30 -2.04
H 1.22 4.14 -3.56
H 1.27 3.46 -1.93
H 2.06 5.02 -2.26
H -2.59 6.64 -0.79
H -2.66 8.77 0.43
H -0.60 10.10 0.72
H 1.55 9.31 -0.19
H 1.66 7.17 -1.39
*
```

The energy above the lowest of the compared OMol25 structures with the same formula, charge and spin is 0.0 kcal per mole. As for the HOMO-LUMO gap: 5.648 eV. As for the HOMO energy: -12.519 eV.

What are the E_tot values for these records? In order: -2421.41587; -7739.70344; -2714.74416; -2100.97826 a.u..